Entry 1:
This record from the OMol25 dataset describes a single C4H4F2N2O5 molecule. The level of theory is ωB97M-V with the def2-TZVPD basis set.

```
17
Properties=species:S:1:pos:R:3:lowdin_charge:R:1
C 3.257 0.011 0.010 -0.047
O 2.009 -0.032 -0.679 0.003
C 0.917 0.175 0.050 -0.329
F 1.151 0.792 1.213 0.125
C -0.308 -0.121 -0.409 0.072
C -1.590 0.109 0.257 -0.548
F -1.378 0.347 1.537 0.148
O -2.604 -0.771 0.082 0.050
N -2.137 -2.122 0.002 0.033
O -2.974 -2.907 -0.248 0.116
N -2.232 1.384 -0.252 -0.342
O -2.521 1.399 -1.422 0.118
O -2.299 2.252 0.545 0.156
H 3.382 0.916 0.719 0.129
H 4.161 0.165 -0.560 0.089
H 3.454 -0.875 0.510 0.068
H -0.289 -0.722 -1.355 0.158
```

Results
Energy relative to the best compared isomer or geometry (same formula, charge and spin), eV: 0.289
LUMO energy, eV: -0.671
HOMO level, eV: -9.85
Kohn-Sham gap, eV: 9.18
Structure (SMILES): CO/C(F)=C/[C@](F)(ON=O)[N+](=O)[O-]

=====

Entry 2:
This record from the OMol25 dataset describes 2 unconnected molecules or ions with the total composition C10H13O3. The level of theory is ωB97M-V with the def2-TZVPD basis set.

```
26
Properties=species:S:1:pos:R:3:lowdin_charge:R:1
C -1.300 -3.539 -0.778 -0.178
C -0.103 -3.938 0.088 -0.121
C -1.692 -2.058 -0.539 -0.701
O -2.126 -1.446 -1.570 -0.085
O -1.643 -1.608 0.612 -0.025
H -1.241 -3.684 -1.856 0.090
H -2.191 -4.122 -0.508 0.099
H 0.118 -3.133 0.788 0.057
H 0.776 -4.249 -0.477 0.055
H -0.365 -4.735 0.792 0.056
C 2.136 2.824 1.965 -0.089
C 0.352 3.302 0.196 -0.074
C 1.222 2.424 0.840 -0.319
C -0.553 2.845 -0.761 -0.021
C 1.400 1.161 0.278 -0.059
C -0.640 1.450 -0.961 -0.342
C 0.405 0.634 -0.556 -0.014
O -1.697 1.062 -1.683 0.009
H 0.328 4.319 0.573 0.099
H -1.250 3.523 -1.226 0.100
H 2.834 3.620 1.698 0.066
H 2.545 1.896 2.379 0.066
H 2.321 0.606 0.411 0.103
H 0.501 -0.391 -0.884 0.109
H -1.847 0.038 -1.735 0.053
H 1.711 3.198 2.914 0.068
```

Results
Energy relative to the best compared isomer or geometry (same formula, charge and spin), eV: 0.760
LUMO energy, eV: 3.441
HOMO level, eV: -4.37
Kohn-Sham gap, eV: 7.81
Net charge: -1